C5H14 | the ωB97M-V functional and the def2-TZVPD basis

Orbital gap ... 0.4321 Eh
E_HOMO ... -10.71 eV
DFT total energy ... -198.8541 Eh
ΔE to the lowest compared entry with this formula, charge and spin ... 91.9 kJ/mol
LUMO energy ... 1.051 eV

The geometry in ORCA input format:
```
! RIJCOSX wB97M-V def2-TZVPD def2/J DEFGRID3
* xyz 0 1
C -1.1310 -0.3617 2.4290
C -0.0890 -0.6226 -2.4468
H 0.1382 0.2485 -0.4941
H -1.1984 -0.6877 3.4646
H 0.8118 -1.2025 -0.4050
H -0.4844 -1.6397 -2.2535
H 2.7731 -0.3707 -1.9814
H -0.1856 -0.8232 2.1219
C 2.0519 0.2532 -1.4462
C -1.2440 1.1568 2.2486
H 2.5955 0.5781 -0.5515
H -2.1744 1.4890 2.7369
H -1.0346 -0.1137 -2.5801
H 0.4904 -0.7551 -3.3520
H -0.3169 1.6724 2.4617
H 1.9341 1.1065 -2.1247
H -1.6131 1.2942 1.2327
C 0.7258 -0.3814 -1.1330
H -2.0492 -0.8406 2.0727
*
```

What are the natural (NBO) partial charges on each atom? They are as follows, in elementary charge units:
1 C -0.62
2 C -0.63
3 H 0.20
4 H 0.20
5 H 0.20
6 H 0.21
7 H 0.20
8 H 0.21
9 C -0.61
10 C -0.62
11 H 0.20
12 H 0.21
13 H 0.22
14 H 0.21
15 H 0.21
16 H 0.20
17 H 0.20
18 C -0.41
19 H 0.21

C5H14 | the ωB97M-V functional and the def2-TZVPD basis

Orbital gap ... 0.4564 Eh
E_HOMO ... -11.28 eV
DFT total energy ... -198.8756 Eh
ΔE to the lowest compared entry with this formula, charge and spin ... 35.5 kJ/mol
LUMO energy ... 1.142 eV

The geometry in ORCA input format:
```
! RIJCOSX wB97M-V def2-TZVPD def2/J DEFGRID3
* xyz 0 1
H 1.6520 1.7836 1.7630
H 2.0402 1.7890 0.0540
H -1.0968 -2.5305 1.5432
H -1.9442 -3.2826 0.2490
H 0.5627 -1.6008 0.0088
H 0.5115 -2.8314 -1.0792
H 0.0007 3.2188 0.5633
H -0.5168 -4.0592 0.8470
C 1.2801 1.4948 0.7830
H -0.8262 -1.6967 -1.0347
H -0.2589 2.9440 -1.7094
C -0.9352 -3.0794 0.6140
C -0.1626 -2.2810 -0.4174
H -0.8960 1.7830 0.8045
H -1.0690 1.4008 -1.4768
C -0.1770 1.9732 -1.2374
H 1.1618 0.4146 0.7542
H 0.6958 1.4973 -1.6676
C -0.0100 2.1614 0.2876
*
```

What are the natural (NBO) partial charges on each atom? They are as follows, in elementary charge units:
1 H 0.21
2 H 0.20
3 H 0.21
4 H 0.20
5 H 0.20
6 H 0.21
7 H 0.19
8 H 0.21
9 C -0.60
10 H 0.21
11 H 0.21
12 C -0.61
13 C -0.62
14 H 0.20
15 H 0.21
16 C -0.61
17 H 0.20
18 H 0.20
19 C -0.40

C5H14 | the ωB97M-V functional and the def2-TZVPD basis

Orbital gap ... 0.4366 Eh
E_HOMO ... -10.75 eV
DFT total energy ... -198.8485 Eh
ΔE to the lowest compared entry with this formula, charge and spin ... 106.6 kJ/mol
LUMO energy ... 1.128 eV

The geometry in ORCA input format:
```
! RIJCOSX wB97M-V def2-TZVPD def2/J DEFGRID3
* xyz 0 1
C -0.2169 2.2868 -0.2547
H -2.0393 1.4736 -0.9787
H 0.5946 -3.1081 -1.4326
C -0.0384 -2.7422 -0.6215
H 1.2914 -3.0858 1.1044
H -1.3344 0.5025 0.3298
H -0.7869 -1.9161 -0.7834
H 0.9788 1.4788 1.4176
H -2.2681 2.1437 0.3777
H 0.1622 2.5270 -1.3072
C -1.5109 1.5086 -0.0170
H -0.1931 3.2915 0.2009
H -0.8179 -3.5139 -0.4884
H 1.5491 -1.6158 0.3633
H 0.9182 0.4634 -0.0281
C 0.7519 -2.3090 0.5743
H 0.1385 -1.8072 1.3667
H 1.9330 1.9477 -0.0636
C 1.0008 1.4864 0.3009
*
```

What are the natural (NBO) partial charges on each atom? They are as follows, in elementary charge units:
1 C -0.40
2 H 0.22
3 H 0.21
4 C -0.63
5 H 0.20
6 H 0.21
7 H 0.21
8 H 0.20
9 H 0.23
10 H 0.19
11 C -0.65
12 H 0.20
13 H 0.21
14 H 0.21
15 H 0.20
16 C -0.61
17 H 0.20
18 H 0.20
19 C -0.60

C5H14 | the ωB97M-V functional and the def2-TZVPD basis

Orbital gap ... 0.4501 Eh
E_HOMO ... -11.17 eV
DFT total energy ... -198.8643 Eh
ΔE to the lowest compared entry with this formula, charge and spin ... 65.3 kJ/mol
LUMO energy ... 1.078 eV

The geometry in ORCA input format:
```
! RIJCOSX wB97M-V def2-TZVPD def2/J DEFGRID3
* xyz 0 1
H -1.5903 0.7804 -1.9602
C -0.1761 -0.4551 2.1893
H -0.9558 -0.1595 1.4839
H 1.4001 0.3739 -2.5344
H -0.2929 -1.1446 -0.3791
H 0.7772 0.2094 4.0757
C 0.3504 -1.0464 -1.2486
H 1.3307 -1.2357 -0.7668
H -0.6496 1.0022 3.7572
H -0.3157 -1.4284 2.6552
H 0.6861 1.4505 2.7647
H -0.8400 1.5846 -3.2617
H 0.7288 1.0884 -1.2295
C 0.4731 0.3022 -1.9789
H 0.5672 -0.5483 1.3838
H 0.1098 -1.8058 -1.9934
H -1.0194 -0.1815 -3.4655
C 0.2118 0.5923 3.2247
C -0.7954 0.6215 -2.7164
*
```

What are the natural (NBO) partial charges on each atom? They are as follows, in elementary charge units:
1 H 0.21
2 C -0.62
3 H 0.21
4 H 0.20
5 H 0.21
6 H 0.21
7 C -0.61
8 H 0.21
9 H 0.20
10 H 0.21
11 H 0.21
12 H 0.21
13 H 0.19
14 C -0.41
15 H 0.20
16 H 0.20
17 H 0.20
18 C -0.61
19 C -0.61

C5H14 | the ωB97M-V functional and the def2-TZVPD basis

Orbital gap (alpha / beta) ... 0.4373 / 0.1264 Eh
<S²> ... 0.75
E_HOMO (alpha / beta) ... -14.91 / -14.63 eV
DFT total energy ... -198.4397 Eh
ΔE to the lowest compared entry with this formula, charge and spin ... 124.0 kJ/mol
LUMO energy (alpha / beta) ... -3.013 / -11.193 eV

The geometry in ORCA input format:
```
! RIJCOSX wB97M-V def2-TZVPD def2/J DEFGRID3
* xyz 1 2
H 1.0090 1.2682 -0.0490
C 0.5103 -2.2170 -2.1894
H 0.0287 -2.8620 -2.9729
H 1.5486 -2.6272 -2.0578
H -1.0272 2.6578 0.1453
H 0.5492 0.1764 1.1093
C 0.6574 2.0810 2.1287
C 0.3384 1.2075 0.8356
H 0.6411 -1.3362 -2.7110
H -1.7688 1.5942 1.3349
H -1.3462 -2.6858 -1.0874
C -1.1069 1.6507 0.4510
H 1.5979 1.8751 2.5214
H -0.1476 1.6698 2.7178
H -0.3898 -1.2707 -0.5766
H 0.5942 3.1277 1.8336
C -0.3418 -2.2676 -0.9518
H -1.5062 0.9581 -0.2880
H 0.1597 -3.0001 -0.1935
*
```

What are the natural (NBO) partial charges on each atom? They are as follows, in elementary charge units:
1 H 0.28
2 C -0.62
3 H 0.24
4 H 0.22
5 H 0.25
6 H 0.31
7 C -0.46
8 C -0.23
9 H 0.21
10 H 0.24
11 H 0.24
12 C -0.55
13 H 0.27
14 H 0.24
15 H 0.17
16 H 0.26
17 C -0.60
18 H 0.31
19 H 0.23

C5H14 | the ωB97M-V functional and the def2-TZVPD basis

Orbital gap (alpha / beta) ... 0.4392 / 0.1368 Eh
<S²> ... 0.75
E_HOMO (alpha / beta) ... -15.01 / -14.78 eV
DFT total energy ... -198.4466 Eh
ΔE to the lowest compared entry with this formula, charge and spin ... 106.0 kJ/mol
LUMO energy (alpha / beta) ... -3.055 / -11.054 eV

The geometry in ORCA input format:
```
! RIJCOSX wB97M-V def2-TZVPD def2/J DEFGRID3
* xyz 1 2
H -1.0939 -1.3887 -0.8689
H 1.1245 2.3325 0.9454
H 1.6447 1.5689 2.4031
H -2.6041 -1.7703 -0.1806
H 0.7236 -1.4535 0.3194
H 0.7797 -0.0945 -1.0466
C 1.3403 -0.7217 -0.2837
H 2.1227 -1.3717 -0.7884
H -3.2788 0.7468 -0.6664
C 2.1335 0.1859 0.7054
C -2.6108 0.1630 -1.3259
H -1.7421 0.9034 -1.7640
H -1.5684 -0.5177 0.5267
H 2.6222 -0.4662 1.4004
H -3.1858 -0.1698 -2.2090
C 1.2606 1.3063 1.4207
H 3.0335 0.6867 0.2209
H 0.2729 0.8370 1.3761
C -1.9321 -0.9073 -0.4613
*
```

What are the natural (NBO) partial charges on each atom? They are as follows, in elementary charge units:
1 H 0.19
2 H 0.30
3 H 0.29
4 H 0.24
5 H 0.30
6 H 0.26
7 C -0.62
8 H 0.31
9 H 0.22
10 C -0.35
11 C -0.61
12 H 0.19
13 H 0.19
14 H 0.28
15 H 0.24
16 C -0.52
17 H 0.40
18 H 0.29
19 C -0.60

C5H14 | the ωB97M-V functional and the def2-TZVPD basis

Orbital gap (alpha / beta) ... 0.4693 / 0.1301 Eh
<S²> ... 0.75
E_HOMO (alpha / beta) ... -15.59 / -14.69 eV
DFT total energy ... -198.4596 Eh
ΔE to the lowest compared entry with this formula, charge and spin ... 71.9 kJ/mol
LUMO energy (alpha / beta) ... -2.816 / -11.153 eV

The geometry in ORCA input format:
```
! RIJCOSX wB97M-V def2-TZVPD def2/J DEFGRID3
* xyz 1 2
H -1.9464 1.0449 -0.5056
H 0.7043 -1.7240 0.2534
H 1.4243 2.2002 2.0068
H -0.3289 -3.6948 -1.8928
H 1.5190 2.6402 0.2754
C 0.8612 2.3337 1.0909
C -0.2908 -3.0673 -0.9613
H 0.8699 -1.3437 -1.4679
H 1.8541 -2.6826 -0.8435
C 0.8937 -2.1802 -0.7686
H 0.3268 0.4361 0.0841
H -1.1358 2.4761 -0.8025
H -0.3119 0.6732 1.6463
H -2.0402 2.3198 0.6926
H -1.1909 -2.4582 -0.9521
H -0.2962 -3.9544 -0.2984
H 0.2420 3.2475 1.2261
C -0.1203 1.2527 0.7357
C -1.3495 1.7974 0.0223
*
```

What are the natural (NBO) partial charges on each atom? They are as follows, in elementary charge units:
1 H 0.25
2 H 0.24
3 H 0.25
4 H 0.28
5 H 0.30
6 C -0.61
7 C -0.61
8 H 0.21
9 H 0.25
10 C -0.58
11 H 0.39
12 H 0.26
13 H 0.30
14 H 0.30
15 H 0.22
16 H 0.25
17 H 0.30
18 C -0.36
19 C -0.62

C5H14AuClFeO | the ωB97M-V functional and the def2-TZVPD basis

Orbital gap (alpha / beta) ... 0.2471 / 0.2253 Eh
<S²> ... 15.77
E_HOMO (alpha / beta) ... -2.91 / -5.28 eV
DFT total energy ... -2133.4912 Eh
ΔE to the lowest compared entry with this formula, charge and spin ... 45.6 kJ/mol
LUMO energy (alpha / beta) ... 3.814 / 0.854 eV

The geometry in ORCA input format:
```
! RIJCOSX wB97M-V def2-TZVPD def2/J DEFGRID3
* xyz -1 8
H -2.2035 1.1841 -2.6336
Au 0.8696 -0.6437 0.5004
H 0.4103 -2.6247 -1.1651
H 0.6424 1.9513 0.8227
C -1.9766 2.2004 0.9349
H 0.9113 1.4991 -0.9635
H 2.6252 -3.7414 1.9611
H -2.5843 1.6484 1.6745
H -2.3980 2.7134 -1.6640
H 2.1894 -2.2607 -1.1598
H 1.0469 -1.2117 -2.1082
Fe -1.4059 0.8352 -0.3115
O 1.3065 -2.5002 1.1308
C -1.7282 1.8744 -1.9126
C 0.4081 1.2690 -0.0142
H -0.7379 2.2109 -2.2623
H -2.6066 2.9165 0.3830
C 1.1789 -1.8470 -1.2216
H -1.1296 2.7011 1.4238
H 2.0660 -2.4418 3.0681
C 2.3675 -2.6739 2.0293
H 3.2536 -2.0571 1.7977
Cl -2.5049 -1.0018 -0.3101
*
```

What are the natural (NBO) partial charges on each atom? They are as follows, in elementary charge units:
1 H 0.21
2 Au 0.81
3 H 0.21
4 H 0.19
5 C -1.14
6 H 0.19
7 H 0.15
8 H 0.21
9 H 0.20
10 H 0.19
11 H 0.17
12 Fe 1.40
13 O -0.79
14 C -1.14
15 C -0.99
16 H 0.20
17 H 0.20
18 C -0.91
19 H 0.20
20 H 0.14
21 C -0.24
22 H 0.14
23 Cl -0.57

C5H14IN3 | the ωB97M-V functional and the def2-TZVPD basis

Orbital gap ... 0.3265 Eh
E_HOMO ... -16.77 eV
DFT total energy ... -660.1983 Eh
ΔE to the lowest compared entry with this formula, charge and spin ... 6.8 kJ/mol
LUMO energy ... -7.886 eV

The geometry in ORCA input format:
```
! RIJCOSX wB97M-V def2-TZVPD def2/J DEFGRID3
* xyz 2 1
H 3.1835 1.6565 -0.3503
H -3.2955 1.7974 0.4843
H -1.2383 -2.0417 0.2802
H -3.8415 0.1645 0.4753
C -2.4262 0.5978 -0.8896
H -0.1432 -2.0058 -1.1059
C -0.1471 0.1477 1.4683
N 3.2961 0.6411 -0.2435
H -0.1746 1.2355 1.5371
N -0.1619 -0.2686 0.0761
H 2.4456 -1.2074 -0.2775
N -3.2163 0.8657 0.0780
H 0.7386 -0.2115 2.0027
H -1.0217 -0.2573 1.9724
I 5.2691 0.1160 0.1558
H -1.8391 1.3795 -1.3508
H 0.4808 -2.2472 0.5386
H 0.7464 0.0915 -1.7615
C 0.9038 0.3460 -0.7017
C 2.2883 -0.1310 -0.3864
H 0.8458 1.4345 -0.5973
H -2.4335 -0.3874 -1.3399
C -0.2588 -1.7160 -0.0647
*
```

What are the natural (NBO) partial charges on each atom? They are as follows, in elementary charge units:
1 H 0.44
2 H 0.45
3 H 0.22
4 H 0.45
5 C 0.16
6 H 0.22
7 C -0.44
8 N -0.59
9 H 0.21
10 N -0.42
11 H 0.24
12 N -0.61
13 H 0.20
14 H 0.23
15 I 0.56
16 H 0.23
17 H 0.20
18 H 0.26
19 C -0.31
20 C 0.26
21 H 0.23
22 H 0.24
23 C -0.44

C5H14N | the ωB97M-V functional and the def2-TZVPD basis

Orbital gap (alpha / beta) ... 0.1708 / 0.4605 Eh
<S²> ... 0.75
E_HOMO (alpha / beta) ... -3.63 / -11.67 eV
DFT total energy ... -253.5364 Eh
ΔE to the lowest compared entry with this formula, charge and spin ... 125.9 kJ/mol
LUMO energy (alpha / beta) ... 1.016 / 0.856 eV

The geometry in ORCA input format:
```
! RIJCOSX wB97M-V def2-TZVPD def2/J DEFGRID3
* xyz 0 2
H 1.5934 2.7817 1.0618
C 0.2045 1.3239 0.1884
N 1.6000 1.8260 0.6241
H -1.5018 -0.4715 -1.3205
H -2.7254 -2.2227 -0.0845
H 2.3036 1.7437 -0.1450
H 0.3594 -0.7284 1.0055
C 0.9854 -0.7325 -1.0595
C -1.7886 -1.8551 0.3421
H -1.0766 -2.6664 0.1352
C 0.1236 -0.1820 0.0916
H 2.0091 -0.3747 -1.0112
H -1.8665 -1.8174 1.4241
H -2.0168 0.2465 0.1949
H 1.9893 1.2295 1.3809
C -1.3613 -0.5161 -0.2401
H 0.1405 1.7649 -0.8083
H -0.4835 1.8334 0.8483
H 0.6095 -0.3577 -2.0049
H 0.9547 -1.8199 -1.0409
*
```

What are the natural (NBO) partial charges on each atom? They are as follows, in elementary charge units:
1 H 0.29
2 C -0.29
3 N -1.11
4 H 0.20
5 H 0.22
6 H 0.32
7 H 0.22
8 C -0.61
9 C -0.61
10 H 0.20
11 C -0.25
12 H 0.21
13 H 0.21
14 H 0.20
15 H 0.35
16 C -0.39
17 H 0.21
18 H 0.22
19 H 0.20
20 H 0.22

C5H14N | the ωB97M-V functional and the def2-TZVPD basis

Orbital gap ... 0.4456 Eh
E_HOMO ... -15.66 eV
DFT total energy ... -253.3867 Eh
ΔE to the lowest compared entry with this formula, charge and spin ... 82.9 kJ/mol
LUMO energy ... -3.530 eV

The geometry in ORCA input format:
```
! RIJCOSX wB97M-V def2-TZVPD def2/J DEFGRID3
* xyz 1 1
H 0.5075 2.1027 0.2309
H -1.3771 -0.7484 1.0827
C 0.5144 -1.5638 0.5611
H 1.1528 0.6129 1.6812
H -0.5407 1.1255 2.1595
N 0.1722 0.4500 1.8885
C -0.5608 0.5539 -0.5458
H 0.1922 -0.5571 -2.3931
H 0.4233 2.3218 -1.4398
C -0.4149 -0.4009 0.7006
H 0.3437 -2.1759 -0.3378
H 0.1082 -0.1978 2.6816
H -1.1307 -1.3612 -1.6455
C 0.5950 1.5215 -0.7179
H 0.5502 -2.3903 1.2768
H -1.4270 0.0754 -2.4813
H 1.5294 -1.1778 0.4177
H -1.5475 1.0007 -0.4251
C -0.7003 -0.3614 -1.7953
H 1.6102 1.1705 -0.8990
*
```

What are the natural (NBO) partial charges on each atom? They are as follows, in elementary charge units:
1 H 0.18
2 H 0.23
3 C -0.69
4 H 0.46
5 H 0.45
6 N -0.71
7 C -0.24
8 H 0.23
9 H 0.26
10 C -0.01
11 H 0.27
12 H 0.44
13 H 0.22
14 C -0.64
15 H 0.25
16 H 0.24
17 H 0.22
18 H 0.23
19 C -0.63
20 H 0.24

C5H14N | the ωB97M-V functional and the def2-TZVPD basis

Orbital gap (alpha / beta) ... 0.4186 / 0.2787 Eh
<S²> ... 0.75
E_HOMO (alpha / beta) ... -20.83 / -20.99 eV
DFT total energy ... -252.8798 Eh
ΔE to the lowest compared entry with this formula, charge and spin ... 81.1 kJ/mol
LUMO energy (alpha / beta) ... -9.440 / -13.405 eV

The geometry in ORCA input format:
```
! RIJCOSX wB97M-V def2-TZVPD def2/J DEFGRID3
* xyz 2 2
C -0.9904 -0.6389 -1.9850
H 0.7188 0.5699 -2.4455
H 0.9522 2.2519 1.0026
H -0.5581 2.2856 -1.1105
H 1.7070 0.8067 0.4863
H -0.9709 1.0944 0.0853
H 0.3993 -0.9074 0.0540
H 1.8971 2.1672 -0.5463
C -0.1642 1.3805 -0.6167
N 0.3517 -1.5199 0.9010
H -0.2417 0.0316 2.1573
H -0.7842 -1.3983 -2.7191
H 0.0859 -2.4220 0.4987
H -1.9267 -0.7322 -1.4477
C 1.1646 1.6855 0.0917
C -0.6056 -0.9500 1.8741
H 1.2848 -1.6131 1.3104
H -1.5895 -0.8388 1.3941
C -0.0796 0.3648 -1.7267
H -0.6504 -1.6175 2.7421
*
```

What are the natural (NBO) partial charges on each atom? They are as follows, in elementary charge units:
1 C -0.05
2 H 0.27
3 H 0.27
4 H 0.36
5 H 0.20
6 H 0.24
7 H 0.42
8 H 0.27
9 C -0.52
10 N -0.67
11 H 0.24
12 H 0.26
13 H 0.45
14 H 0.24
15 C -0.62
16 C -0.43
17 H 0.47
18 H 0.23
19 C 0.10
20 H 0.28